The following is a quantum chemistry calculation of a cluster of 2 separate species, C3H8O2S in total in a non-equilibrium geometry, from the Open Molecules 2025 dataset.

ΔE to the lowest compared entry with this formula, charge and spin: 2.834 eV
energy: -667.67680 a.u.
HOMO (spin up / spin down): -0.274 / -0.274 Eh
frontier orbital gap (spin up / spin down): 7.87 / 7.88 eV

```
14
Properties=species:S:1:pos:R:3:forces:R:3:lowdin_charge:R:1
C -0.519792 1.590685 -0.318248 0.08 -0.02 -0.06 -0.094
C -0.206301 -2.316199 0.048945 0.08 0.48 0.61 -0.333
C 0.741873 0.905387 -0.521461 -0.07 -0.97 1.32 -0.264
O -1.235060 -0.294546 1.464183 -1.05 0.15 0.58 -0.678
O 1.915444 1.378084 -0.062850 -0.18 0.14 -0.15 0.006
S 0.094172 -0.965796 1.260087 0.87 0.32 -1.66 0.813
H -1.134515 1.626733 -1.212610 0.03 0.04 -0.15 0.091
H -1.133921 0.989243 0.432230 0.13 -0.16 0.07 0.045
H -0.396892 2.581738 0.113213 0.06 0.13 -0.05 0.093
H -0.830354 -1.942758 -0.755047 -0.07 0.07 -0.13 0.035
H -0.702921 -3.140525 0.553577 -0.04 -0.07 0.00 0.029
H 0.762558 -2.631407 -0.322212 0.15 -0.12 -0.11 0.030
H 0.882010 0.184562 -1.311229 0.04 0.05 -0.14 0.109
H 1.763698 2.034800 0.631423 -0.03 -0.07 -0.12 0.118
```
Forces are in eV/Å.